[1]
Computed, not measured: a structure of composition C28H36N4O2P2Pd, with wB97M-V/def2-TZVPD.

As for the spin multiplicity: 5. The total energy comes out at -61710.1067 eV. Its molar mass is 629.0 g mol⁻¹. Its charge is +2. For the HOMO energy (alpha / beta), the calculation gives -12.083 / -12.083 eV. For the LUMO energy (alpha / beta), the calculation gives -5.1 / -9.0 eV. For the HOMO-LUMO gap (alpha / beta), the calculation gives 7.02 / 3.06 eV.

Cartesian coordinates (Å):
Pd 0.26792 -0.36937 4.86370
C -1.26468 1.67928 4.68155
C -1.36473 0.60311 3.80714
C -0.93531 0.70260 2.35768
C 0.35152 -0.04683 1.98347
C 1.40328 0.06072 3.04925
C 1.54263 1.15240 3.91837
C 0.92559 2.50687 3.69365
C -0.35290 2.82658 4.50987
C 1.06541 -1.73090 6.08920
H -1.94691 1.75163 5.52724
H -2.14314 -0.14698 3.99908
H -0.88450 1.76063 2.07007
H -1.75749 0.22543 1.81056
H 0.10349 -1.11191 1.83601
H 0.71842 0.29348 1.00399
H 2.20457 -0.68669 3.02317
H 2.40743 1.14675 4.59413
H 0.73734 2.68526 2.62875
H 1.68177 3.23342 4.02150
H -0.04498 3.16770 5.51222
H -0.86752 3.68593 4.04259
H 0.49490 -1.72249 7.02875
H 2.12130 -1.46857 6.23592
H 0.95732 -2.68020 5.54804
P 1.41493 -1.14252 -2.29452
P -1.88679 -0.77099 -1.98290
N 2.84991 -0.11844 -2.40748
N 2.10568 -2.46007 -3.35840
N -2.08486 0.97629 -1.84566
N -3.55513 -1.09543 -2.53658
C 0.41417 -0.30257 -3.62737
C -1.07019 -0.74747 -3.66477
C 3.44494 0.46832 -1.27619
C 4.50100 1.26919 -1.69243
C 4.57001 1.18124 -3.12035
C 3.53140 0.35475 -3.53275
C 2.21314 -3.79895 -2.95280
C 2.70188 -4.56133 -4.01343
C 2.91697 -3.66719 -5.11403
C 2.50806 -2.40294 -4.69404
C -1.81256 1.65267 -0.65309
C -1.90303 3.01565 -0.86536
C -2.24424 3.20079 -2.23718
C -2.31223 1.94584 -2.82087
C -4.38897 -0.38642 -3.41180
C -5.48954 -1.17957 -3.74144
C -5.33174 -2.42996 -3.04646
C -4.14576 -2.35589 -2.32381
H 0.84993 -0.49042 -4.62381
H 0.48272 0.78132 -3.42438
H -1.62615 -0.10218 -4.37006
H -1.15137 -1.78879 -4.03121
H 3.05739 0.25620 -0.29061
H 5.15944 1.84475 -1.06018
H 5.30113 1.63998 -3.76974
H 3.21985 0.08612 -4.52913
H 1.92533 -4.08756 -1.95388
H 2.87850 -5.62722 -4.01846
H 3.32248 -3.90003 -6.08720
H 2.44645 -1.48697 -5.25875
H -1.58436 1.08746 0.23083
H -1.74216 3.78944 -0.11978
H -2.43615 4.13598 -2.74845
H -2.48463 1.65992 -3.84852
H -4.15262 0.61366 -3.72104
H -6.29500 -0.89965 -4.40017
H -6.00438 -3.27156 -3.08838
H -3.65994 -3.07279 -1.68263
O 0.31253 1.99704 8.94264
C 0.03943 1.17515 8.04829
O 0.44217 1.13672 6.84299
H -0.66839 0.36053 8.33945



[2]
Computed, not measured: an isolated molecule of C3H6O2, with wB97M-V/def2-TZVPD.

The total energy comes out at -7302.0190 eV. The SMILES is C1COCO1. Its molar mass is 74.1 g mol⁻¹. Its charge is 0. For the HOMO energy, the calculation gives -10.085 eV. For the LUMO energy, the calculation gives 1.0 eV. For the HOMO-LUMO gap, the calculation gives 11.12 eV.

Cartesian coordinates (Å):
C -0.48932 0.97035 -0.19966
C -0.20082 -0.31311 -1.00486
O 0.87535 -0.95528 -0.24805
C 0.64194 -0.51616 1.05544
O 0.28885 0.87276 1.00021
H -0.16693 1.86467 -0.76635
H -1.59798 1.06774 -0.01686
H 0.23289 -0.09948 -2.02946
H -0.97231 -1.09860 -1.08689
H 1.53764 -0.66551 1.67755
H -0.14930 -1.12738 1.61893



[3]
Computed, not measured: an isolated molecule of C11H18N2OSi, with wB97M-V/def2-TZVPD.

The total energy comes out at -24602.5857 eV. The SMILES is CC1(C)C[C@H]1CO[Si](C)(C)C(C#N)C#N. Its molar mass is 222.4 g mol⁻¹. Its charge is 0. For the HOMO energy, the calculation gives -9.736 eV. For the LUMO energy, the calculation gives 0.5 eV. For the HOMO-LUMO gap, the calculation gives 10.19 eV.

Cartesian coordinates (Å):
C 0.63509 -2.19504 1.59158
C 0.21731 -1.06202 2.52599
C -0.92378 -1.58962 3.39449
C 1.21406 -0.23748 3.19234
C 0.32960 0.45743 2.11169
C 0.76500 1.04083 0.79431
O -0.14482 0.79099 -0.16541
Si -0.28518 1.08834 -1.79176
C 0.93926 2.33420 -2.39218
C -2.11980 1.56935 -2.14513
C 0.19124 -0.48638 -2.72730
C -0.14430 -0.19600 -4.07299
N -0.51252 0.14706 -5.08949
C -0.33240 -1.82505 -2.47515
N -0.80422 -2.83490 -2.25317
H -0.15883 -2.57202 1.03692
H 1.06156 -2.95321 2.29309
H 1.38163 -1.80845 0.99894
H -1.93137 -1.04182 3.13657
H -0.76175 -1.60018 4.41864
H -1.11834 -2.70497 3.15267
H 2.34344 -0.22718 2.96415
H 0.85482 0.07996 4.23768
H -0.50000 0.97018 2.51484
H 1.74121 0.55332 0.48016
H 0.89827 2.11245 0.78978
H 1.72246 2.34214 -1.63422
H 1.40673 2.25262 -3.47300
H 0.24269 3.18761 -2.48264
H -2.82969 0.73265 -1.72064
H -2.21254 2.46052 -1.56984
H -2.47835 1.74871 -3.08899
H 1.31351 -0.53403 -2.55194



[4]
Computed, not measured: an isolated molecule of C2H4N2O3, with wB97M-V/def2-TZVPD.

The total energy comes out at -11255.8513 eV. The SMILES is O=C(/C=N\O)NO. Its molar mass is 104.1 g mol⁻¹. Its charge is 0. For the HOMO energy, the calculation gives -9.019 eV. For the LUMO energy, the calculation gives 0.5 eV. For the HOMO-LUMO gap, the calculation gives 9.47 eV.

Cartesian coordinates (Å):
O 1.01423 2.12924 0.56105
C 0.34880 1.09742 0.41150
C 1.02215 -0.38505 -0.26043
N 0.75135 -0.88310 -1.29809
O -0.37206 -0.56829 -1.89520
N -0.79988 0.72972 1.02294
O -1.17890 -0.58136 0.91417
H 1.88769 -0.64095 0.51573
H -0.49532 -1.22307 -2.75779
H -1.43188 1.54431 1.21590
H -0.74617 -1.21886 1.57022